{"formula": "C36H31CoNP2Te", "method": "the ωB97M-V functional and the def2-TZVPD basis", "elements": ["Co", "C", "P", "C", "C", "C", "C", "C", "C", "C", "C", "C", "C", "C", "C", "C", "C", "C", "C", "C", "P", "C", "C", "C", "C", "C", "C", "C", "C", "C", "C", "C", "C", "N", "H", "H", "H", "H", "H", "H", "H", "H", "H", "H", "H", "H", "H", "H", "H", "H", "H", "H", "H", "H", "H", "H", "H", "H", "H", "H", "Te", "C", "C", "C", "C", "C", "C", "H", "H", "H", "H", "H"], "positions_angstrom": [[-0.183, 0.764, -0.604], [2.328, 2.685, 0.252], [2.207, 0.897, -0.177], [2.915, -0.021, 1.218], [2.939, 0.533, 2.495], [3.402, -0.215, 3.571], [3.832, -1.519, 3.379], [3.782, -2.085, 2.111], [3.317, -1.344, 1.037], [3.419, 0.727, -1.533], [3.007, 1.024, -2.831], [3.921, 1.032, -3.875], [5.257, 0.740, -3.635], [5.676, 0.447, -2.345], [4.763, 0.446, -1.299], [1.016, 3.125, 0.831], [0.715, 4.104, 1.741], [-0.692, 4.039, 1.959], [-1.168, 3.023, 1.173], [-2.561, 2.456, 1.066], [-2.483, 0.901, 0.083], [-3.638, 1.200, -1.289], [-3.159, 1.896, -2.397], [-4.015, 2.250, -3.428], [-5.358, 1.902, -3.364], [-5.842, 1.208, -2.265], [-4.986, 0.864, -1.227], [-3.191, -0.467, 1.033], [-3.582, -1.616, 0.342], [-3.952, -2.757, 1.036], [-3.923, -2.770, 2.425], [-3.514, -1.639, 3.116], [-3.140, -0.494, 2.424], [-0.130, 2.462, 0.453], [2.581, 3.196, -0.681], [3.156, 2.852, 0.944], [2.581, 1.543, 2.660], [3.420, 0.225, 4.560], [4.199, -2.098, 4.218], [4.097, -3.110, 1.959], [3.257, -1.800, 0.055], [1.964, 1.233, -3.033], [3.585, 1.254, -4.879], [5.969, 0.740, -4.450], [6.717, 0.223, -2.149], [5.106, 0.221, -0.297], [1.416, 4.778, 2.211], [-1.273, 4.652, 2.632], [-3.253, 3.126, 0.553], [-2.985, 2.260, 2.052], [-2.109, 2.163, -2.457], [-3.632, 2.789, -4.285], [-6.027, 2.173, -4.171], [-6.888, 0.936, -2.211], [-5.374, 0.327, -0.370], [-3.578, -1.623, -0.742], [-4.251, -3.641, 0.489], [-4.209, -3.663, 2.965], [-3.478, -1.648, 4.198], [-2.801, 0.373, 2.978], [-0.462, -0.925, -2.538], [0.069, -2.465, -1.187], [0.439, -3.721, -1.667], [0.792, -4.739, -0.791], [0.785, -4.526, 0.582], [0.413, -3.284, 1.074], [0.057, -2.267, 0.196], [0.455, -3.903, -2.735], [1.079, -5.707, -1.186], [1.062, -5.322, 1.261], [0.396, -3.101, 2.142], [-0.248, -1.316, 0.626]], "nbo_charge": [1.04, -0.72, 0.85, -0.35, -0.21, -0.21, -0.23, -0.15, -0.22, -0.36, -0.13, -0.23, -0.20, -0.20, -0.21, 0.08, -0.30, -0.31, 0.10, -0.73, 0.85, -0.36, -0.20, -0.19, -0.20, -0.23, -0.14, -0.38, -0.20, -0.20, -0.20, -0.23, -0.15, -0.72, 0.25, 0.24, 0.23, 0.22, 0.21, 0.21, 0.23, 0.22, 0.22, 0.22, 0.21, 0.22, 0.21, 0.21, 0.25, 0.24, 0.22, 0.22, 0.22, 0.22, 0.21, 0.23, 0.22, 0.22, 0.22, 0.21, -0.22, -0.22, -0.25, -0.20, -0.26, -0.14, -0.29, 0.22, 0.21, 0.21, 0.21, 0.19], "gap_ev": [7.43, 7.09], "lumo_energy_ev": [0.58, 0.09], "total_energy_ev": -102823.6269, "largest_force_ha_per_bohr": 0.006, "multiplicity": 4}